# 1
Molecular formula: C29H26F9MnN7O
Method: DFT, ωB97M-V with the def2-TZVPD basis set

As for the spin multiplicity: 6. As for the total energy: -98750.5877 eV. Its LUMO energy (spin up / spin down) is -0.00779 / -0.00794 Ha. The value obtained for the relative energy (zero: lowest compared OMol25 entry of this formula, charge and spin) is 41.0 kJ/mol.

```
73
Properties=species:S:1:pos:R:3:lowdin_charge:R:1
Mn 0.234 -0.375 0.751 0.954
F 4.701 1.786 1.622 0.094
F 3.933 -1.570 -3.807 0.119
F 0.480 4.583 -0.335 0.066
F 0.729 -4.588 -0.648 0.099
F 2.665 -0.435 -1.719 0.103
F 2.760 5.792 0.105 0.087
F 2.001 -5.712 -2.741 0.117
F 2.397 0.529 1.175 0.040
F 3.619 -4.218 -4.340 0.112
O 1.047 -1.930 -0.079 -0.194
N 0.050 0.044 5.086 -0.008
N 0.198 -0.456 2.968 0.031
N -1.947 -0.080 -0.201 -0.221
N -1.570 -0.018 8.111 0.060
N -1.494 0.495 6.852 -0.061
N 0.259 1.652 0.116 -0.073
N -2.799 -0.217 8.404 0.077
C 2.503 -1.746 -1.948 -0.142
C -1.559 -1.887 -1.930 -0.060
C -2.543 -1.165 -1.025 -0.225
C 0.099 0.543 3.824 -0.325
C 2.988 -3.659 -3.300 -0.155
C 1.510 3.824 0.106 -0.141
C -3.225 1.031 5.061 -0.019
C 3.820 3.839 0.856 0.053
C 2.502 1.843 0.855 -0.168
C -1.791 1.116 -1.046 -0.191
C -2.847 0.237 0.930 -0.234
C 3.680 2.489 1.111 -0.229
C 3.150 -2.316 -3.024 -0.149
C 2.704 4.475 0.358 -0.226
C -4.592 0.984 4.897 -0.080
C -2.959 -0.862 1.987 -0.064
C 0.123 -1.337 5.018 -0.026
C 0.207 -1.631 3.704 -0.099
C 1.524 -3.826 -1.414 -0.156
C -0.196 0.793 6.301 -0.058
C 1.668 -2.476 -1.099 -0.298
C -2.736 0.602 6.302 -0.162
C 0.086 1.995 3.487 0.017
C -3.572 0.146 7.310 -0.227
C -5.452 0.527 5.920 -0.074
C -0.951 2.220 -0.441 -0.240
C 1.349 2.441 0.314 -0.203
C -4.957 0.104 7.132 -0.006
C 2.169 -4.411 -2.488 -0.149
H -0.095 1.851 6.083 0.134
H 0.293 -2.598 3.231 0.120
H -0.751 2.920 -1.250 0.118
H -6.520 0.512 5.739 0.105
H -0.970 -1.199 -2.541 0.078
H 1.060 2.451 3.687 0.104
H -2.103 -2.549 -2.607 0.087
H -3.847 0.460 0.536 0.124
H -2.578 1.377 4.265 0.091
H -2.783 1.517 -1.292 0.128
H -3.678 -1.631 1.707 0.077
H -5.021 1.308 3.957 0.109
H -5.605 -0.252 7.924 0.118
H -0.873 -2.490 -1.342 0.050
H -2.990 -1.893 -0.352 0.108
H -2.474 1.158 1.385 0.100
H -2.007 -1.356 2.153 0.047
H -3.278 -0.446 2.945 0.048
H -3.362 -0.732 -1.612 0.121
H 0.524 0.519 7.064 0.140
H 0.095 -1.958 5.900 0.130
H -1.325 0.798 -1.977 0.118
H 4.748 4.365 1.033 0.133
H -0.123 2.105 2.424 0.061
H -1.535 2.778 0.306 0.109
H -0.668 2.546 4.051 0.076
```


# 2
Molecular formula: C19H23HgN5S5Se
Method: DFT, ωB97M-V with the def2-TZVPD basis set

As for the charge: +1. As for the spin multiplicity: 2. As for the total energy: -151217.6117 eV. Its LUMO energy (spin up / spin down) is -0.08742 / -0.09667 Ha. The value obtained for the relative energy (zero: lowest compared OMol25 entry of this formula, charge and spin) is 47.7 kJ/mol.

```
54
Properties=species:S:1:pos:R:3:lowdin_charge:R:1
Hg 0.094 0.018 -0.325 0.936
Se 1.312 -1.093 -3.867 1.040
S 4.685 -2.070 -0.258 1.112
S -0.040 0.209 2.543 0.843
S 2.966 3.980 0.418 1.118
S -0.506 -2.616 0.639 0.847
S -3.000 -0.208 0.757 0.849
N 2.422 -0.898 -0.177 0.011
N 0.437 -0.478 -2.384 -0.400
N -1.143 1.102 -1.878 -0.026
N 1.652 1.816 0.142 -0.002
N 0.350 -0.055 -4.933 -0.273
C -3.230 -1.969 1.234 -0.500
C 2.259 -3.257 -0.939 -0.123
C -0.437 0.441 -2.796 -0.531
C -2.227 2.229 -3.688 -0.080
C -0.438 -1.430 3.276 -0.469
C 0.203 3.805 -0.040 -0.069
C -0.019 -2.603 2.402 -0.478
C -0.509 0.658 -4.205 -0.401
C 2.958 -2.049 -0.447 -0.634
C 3.814 2.496 0.462 -0.321
C -2.907 0.553 2.423 -0.506
C 3.353 0.051 0.153 -0.327
C -1.575 1.172 2.810 -0.500
C 4.637 -0.416 0.167 -0.325
C -1.455 1.586 -4.648 -0.002
C 2.962 1.442 0.297 -0.327
C -2.055 1.987 -2.339 -0.160
C 1.490 3.105 0.171 -0.617
C -2.299 -2.952 0.558 -0.489
H 0.167 4.184 -1.062 0.096
H -1.569 1.790 -5.699 0.115
H -4.254 -2.223 0.963 0.081
H 1.329 -2.974 -1.427 0.025
H 2.036 -3.941 -0.122 0.074
H -2.975 2.942 -3.994 0.104
H 2.888 -3.785 -1.653 0.085
H 4.875 2.474 0.592 0.077
H 5.542 0.109 0.387 0.076
H -0.357 -3.538 2.848 0.092
H -2.483 -2.984 -0.517 0.083
H 0.113 -1.474 4.219 0.085
H -1.606 1.423 3.872 0.086
H -1.389 2.079 2.234 0.060
H -2.456 -3.946 0.975 0.086
H -1.500 -1.447 3.499 0.057
H 0.104 4.652 0.634 0.086
H -3.654 1.345 2.442 0.080
H 1.068 -2.626 2.322 0.071
H -0.627 3.113 0.097 0.054
H -2.643 2.506 -1.596 0.102
H -3.140 -2.036 2.316 0.061
H -3.223 -0.202 3.140 0.067
```